[1]
19
Properties=species:S:1:pos:R:3:forces:R:3 method="wB97M-V/def2-TZVPD" gap_ev=9.681 charge=+1 smiles="NC(=O)[C@@H]([NH3+])CCS" e_above_lowest_ev=0.1881 e_tot_ev=-20183.4854 homo_ev=-12.9
N -0.862076 1.796618 -0.634165 -0.249 -0.226 -0.138
C -0.124086 0.646232 -0.013493 0.420 0.333 0.161
C -0.363122 -0.675541 -0.749486 0.197 -0.541 0.701
C -0.533635 -1.850752 0.233605 0.462 0.208 -0.203
S -2.029450 -1.545633 1.189666 -0.276 -0.045 0.158
C 1.349387 1.101017 -0.065244 -0.264 -0.232 -0.224
N 2.213459 0.404378 0.670791 0.710 -0.130 0.062
O 1.637585 2.062226 -0.756096 -0.038 0.230 0.189
H -0.147149 2.508473 -0.884682 0.283 0.008 0.084
H -1.556383 2.173596 0.008799 -0.089 0.104 -0.158
H -1.310569 1.515020 -1.506982 -0.175 0.048 0.110
H -0.419192 0.594478 1.035567 -0.202 -0.100 -0.093
H 0.482582 -0.865314 -1.411842 -0.196 -0.069 -0.191
H -1.293226 -0.661823 -1.309255 -0.061 0.282 -0.366
H -0.626424 -2.773359 -0.333838 0.031 -0.001 -0.004
H 0.326489 -1.942036 0.904580 -0.076 -0.043 -0.113
H -1.978071 -2.668853 1.913412 -0.048 0.011 0.079
H 3.183199 0.687266 0.642283 -0.037 0.056 -0.119
H 2.050681 -0.505991 1.066380 -0.392 0.107 0.067

=====

[2]
12
Properties=species:S:1:pos:R:3:forces:R:3 method="wB97M-V/def2-TZVPD" gap_ev=9.889 charge=+1 smiles="NC(=[NH2+])CS" e_above_lowest_ev=0.2411 e_tot_ev=-15996.5165 homo_ev=-13.8
C -0.174730 -0.158141 -0.389357 -0.091 -1.305 -1.592
C -0.094390 0.182957 1.021033 0.084 -0.928 2.939
N 0.871314 -0.122061 -1.182327 1.736 1.471 1.776
N -1.283409 -0.685246 -0.895080 0.758 -0.314 -1.427
S 1.514442 0.861801 1.531999 -0.638 1.825 0.916
H -0.910455 0.856913 1.336932 0.308 -0.478 -0.222
H -0.158836 -0.808058 1.665618 -0.379 1.773 -1.587
H 1.795495 0.315916 -0.961065 -1.483 -0.422 0.369
H 0.836804 -0.475471 -2.083098 -0.349 -0.756 -1.994
H -2.102818 -0.870993 -0.383119 -0.805 0.035 1.013
H -1.286392 -1.130462 -1.826978 0.104 0.623 0.786
H 0.992974 2.032844 2.165441 0.757 -1.524 -0.976

=====

[3]
13
Properties=species:S:1:pos:R:3:forces:R:3 method="wB97M-V/def2-TZVPD" gap_ev="6.511 / 6.511" charge=+1 smiles=[NH3+]CC1(S)SSS1 e_above_lowest_ev=0.5209 e_tot_ev=-46993.4180 homo_ev="-12.0 / -12.0"
C 0.760221 0.119453 0.101956 1.453 -0.191 -1.933
C -0.506558 -0.302141 0.751633 -2.541 -2.249 1.256
N -1.734612 -0.273715 -0.163640 -1.168 1.167 1.572
S 1.551487 -1.203692 -1.011513 -2.390 -0.402 0.316
S 2.143574 0.423811 1.246642 1.678 -1.545 -1.278
S 3.400546 -0.602231 -0.537444 0.020 1.947 2.567
S 0.431888 1.651501 -0.846673 -0.705 0.181 0.071
H -0.876799 0.424444 1.492259 0.857 -0.269 0.281
H -0.699538 -1.392206 1.174609 1.798 2.194 -0.511
H -2.508597 -0.649994 0.451328 0.752 0.221 -1.319
H -1.665473 -0.743230 -1.043927 0.098 -0.701 -0.717
H -1.982212 0.707303 -0.346566 0.018 -0.211 -0.328
H 1.686077 1.840700 -1.268661 0.130 -0.142 0.023

=====

[4]
86
Properties=species:S:1:pos:R:3:forces:R:3 method="wB97M-V/def2-TZVPD" gap_ev=0.994 e_tot_ev=-86190.4553 homo_ev=-4.3
B -4.200565 2.510027 2.786823 0.718 -0.866 -1.579
C -3.372775 1.885648 1.486047 -0.379 -0.584 -0.237
C -2.683296 3.065563 0.568695 0.968 -0.680 1.669
C -1.100626 2.673915 0.379052 -0.037 -0.358 -0.884
Cl -3.627891 3.242628 -1.030871 1.068 -0.029 1.367
H -3.595329 2.700295 3.780470 0.016 0.228 0.115
H -5.360536 2.680311 2.672953 -0.156 0.213 0.138
H -2.560634 1.148850 1.956258 -1.465 1.614 -1.354
H -4.083386 1.264833 0.761810 1.590 1.253 1.587
H -2.714721 4.119496 1.087567 -0.158 -2.093 -1.150
H -0.848340 1.540322 0.623014 -0.882 2.382 -0.516
H -0.830018 2.828934 -0.757333 -0.175 -0.006 2.381
H -0.463665 3.316825 1.121265 -1.150 -0.997 -1.560
N 2.032817 4.255525 1.930726 -2.274 -0.571 -1.210
H 1.997348 3.229611 1.953329 0.058 0.451 0.056
H 1.377192 4.635885 2.623458 0.388 -0.110 -0.156
H 2.984855 4.570076 2.151804 1.988 0.473 1.259
H 1.771715 4.586488 0.994562 -0.132 -0.202 0.307
C -2.645146 0.223689 -2.456184 0.437 0.042 -0.111
C -2.533503 -1.257302 -2.772482 1.064 1.056 3.496
O -2.059993 -1.454507 -4.110464 8.762 0.790 0.596
C -0.720815 -1.329316 -4.281964 -1.242 0.324 1.173
O 0.095662 -1.076816 -3.409824 0.675 -0.331 -0.779
O -0.445176 -1.510306 -5.598488 0.457 -0.101 0.357
C 0.929920 -1.332660 -5.930092 -0.086 0.103 -0.091
H -3.250790 0.734627 -3.211288 -0.097 -0.273 0.160
H -3.098701 0.376735 -1.473105 0.025 -0.057 -0.120
H -1.661234 0.703565 -2.460436 0.002 0.039 0.112
H -3.526198 -1.716808 -2.715665 1.156 0.215 1.024
H -1.895687 -1.778362 -2.049188 0.714 0.170 -0.129
H 1.575065 -1.951198 -5.297986 -0.042 0.207 0.116
H 1.201022 -0.275965 -5.842044 0.117 -0.203 0.120
H 1.071030 -1.641108 -6.969425 -0.330 0.037 0.076
C -4.931945 2.309694 6.985515 -0.038 0.294 0.240
O -5.042128 3.237493 5.921894 0.460 0.463 -0.230
H -5.237695 1.323137 6.629507 -0.113 0.264 0.154
H -3.894561 2.266196 7.326394 0.523 -0.189 0.095
H -5.584058 2.616509 7.806882 -0.214 -0.502 -0.093
H -4.764448 4.102888 6.267507 -0.322 -0.265 -0.411
C 2.541417 -4.332912 0.536054 -0.417 0.267 -0.428
C 1.381291 -4.738069 1.195387 -0.254 0.330 -0.465
C 0.133242 -4.325544 0.729548 -0.022 -0.016 -0.004
C 0.044850 -3.515102 -0.402656 0.123 -0.201 0.239
C 1.204867 -3.113055 -1.064174 0.233 -0.103 0.047
C 2.453390 -3.517979 -0.592823 -0.048 -0.123 0.053
H 3.514071 -4.651816 0.901413 0.270 0.574 -1.191
H 1.449926 -5.375226 2.073572 -1.283 0.024 -0.289
H -0.770179 -4.635893 1.247455 0.152 0.049 -0.080
H -0.927913 -3.197539 -0.768715 0.169 -0.017 0.041
H 1.135716 -2.482814 -1.947443 -0.121 0.037 0.107
H 3.357145 -3.200037 -1.105197 -0.105 -0.003 0.102
F -7.521409 2.077512 7.626799 -0.246 -0.073 0.223
C 7.303497 -4.811606 -6.868387 -0.013 -0.345 0.057
C 6.253008 -3.756363 -6.575613 0.519 0.408 -0.110
N 4.999187 -4.338296 -6.083459 -0.505 -0.295 0.405
C 3.727870 -4.024907 -6.542910 0.345 -0.482 0.447
C 2.847236 -4.777082 -5.817393 0.592 -0.081 0.129
N 3.598760 -5.524905 -4.927936 0.468 0.513 -0.289
C 4.899206 -5.231913 -5.086038 -0.671 0.308 -0.677
C 3.088285 -6.486444 -3.960035 -0.020 -0.302 0.291
H 6.930708 -5.539776 -7.595060 0.074 0.125 0.041
H 8.208632 -4.348417 -7.271908 -0.205 -0.028 0.099
H 7.580450 -5.356209 -5.960416 0.071 0.082 -0.123
H 6.041097 -3.190494 -7.489851 -0.213 -0.126 0.311
H 6.613570 -3.051678 -5.818532 -0.095 -0.048 -0.170
H 3.613627 -3.301807 -7.332382 -0.232 -0.075 0.040
H 1.775210 -4.876183 -5.817851 -0.015 0.186 -0.186
H 5.717979 -5.652210 -4.513867 -0.224 0.087 -0.192
H 3.389559 -6.174996 -2.956488 -0.143 -0.078 -0.132
H 3.508279 -7.470476 -4.184831 -0.153 0.132 0.077
H 1.997686 -6.535756 -4.014255 0.269 0.107 -0.057
C -2.896976 8.127861 6.515412 -0.026 0.227 -0.204
C -3.319443 6.718698 6.823939 -0.578 -0.910 -0.225
O -4.056571 6.079887 6.076062 0.484 0.506 0.319
N -2.861003 6.147022 7.974010 -0.205 0.218 -0.599
C -1.995669 6.722284 8.975431 -0.135 -0.452 0.157
H -3.342661 8.442871 5.567429 0.034 -0.221 0.239
H -3.244155 8.803534 7.301613 0.203 0.014 -0.047
H -1.809161 8.180189 6.419695 -0.068 0.145 0.144
H -3.190128 5.197755 8.109631 0.042 0.203 0.019
H -1.105404 6.093228 9.055143 0.114 0.248 0.192
H -2.528559 6.711470 9.929768 0.257 0.182 0.089
H -1.700421 7.743400 8.734177 -0.102 -0.180 -0.040
Cl -3.968936 -1.764155 -4.400012 -11.303 -2.291 -5.956
Cl 4.429578 4.821329 3.369594 -0.067 -0.053 -0.266
Na 3.196483 -5.392794 2.487406 1.155 -0.671 1.874

=====

[5]
69
Properties=species:S:1:pos:R:3:forces:R:3 method="wB97M-V/def2-TZVPD" gap_ev="6.603 / 7.911" charge=+2 multiplicity=5 e_above_lowest_ev=0.0000 e_tot_ev=-96596.7033 s_squared=6.119 homo_ev="-14.5 / -14.6"
Mn 0.148757 0.396739 0.536726 -0.363 -0.277 -0.866
O -1.181174 2.294277 -2.566318 -0.038 0.068 -0.226
C -1.081502 2.130634 -1.391406 0.275 -0.377 0.269
O 0.032347 1.585057 -0.837945 -0.173 0.292 -0.141
C -2.176789 2.433643 -0.381649 0.091 -0.042 0.063
P -1.900617 1.433417 1.131975 -0.074 0.653 0.301
C -3.343158 0.447152 1.477583 0.119 -0.261 -0.047
C -3.186451 -0.882234 1.877083 -0.022 0.054 0.010
C -4.304886 -1.639289 2.192790 -0.007 0.028 -0.002
C -5.567790 -1.067549 2.108879 -0.008 0.023 -0.007
C -5.722139 0.257211 1.712105 -0.034 -0.002 0.004
C -4.612518 1.022488 1.393803 -0.032 -0.056 -0.039
C -1.565723 2.567443 2.482748 0.062 -0.034 -0.025
C -0.448204 3.401557 2.372020 -0.037 0.056 0.001
C -0.155754 4.297648 3.383978 -0.024 -0.012 0.007
C -0.970796 4.354864 4.510661 0.027 0.018 0.007
C -2.075714 3.525737 4.621914 -0.050 -0.040 0.018
C -2.376655 2.621359 3.611810 -0.004 -0.055 0.044
H -3.149583 2.232324 -0.825943 -0.040 0.025 -0.021
H -2.133851 3.492890 -0.124089 -0.015 0.049 0.005
H -2.194551 -1.312628 1.964637 0.016 -0.007 0.017
H -4.193184 -2.666770 2.514523 0.001 0.035 -0.009
H -6.440993 -1.655324 2.360524 0.013 0.011 -0.009
H -6.709735 0.696521 1.654377 0.028 -0.025 0.011
H -4.738324 2.057219 1.094557 0.000 -0.027 0.012
H 0.181475 3.370698 1.488003 0.023 0.005 -0.029
H 0.698473 4.956012 3.297476 -0.004 -0.029 0.000
H -0.737460 5.048972 5.307395 -0.017 0.007 -0.027
H -2.710025 3.580438 5.497289 0.033 -0.015 -0.023
H -3.232709 1.964915 3.708323 0.012 0.032 0.000
O 1.977810 -1.319071 0.359154 -0.134 0.386 0.150
C 1.873679 -0.937676 1.531357 0.007 -0.004 0.472
O 0.687654 -0.564569 2.009749 0.726 -0.110 0.222
C 3.048799 -0.724494 2.419048 -0.138 -0.082 0.089
C 3.446120 0.582956 2.695054 -0.039 -0.023 0.076
C 4.554935 0.816866 3.490117 0.012 -0.055 0.009
C 5.255154 -0.253043 4.033212 0.075 0.152 0.020
C 4.829106 -1.531047 3.749585 0.163 -0.159 -0.060
C 3.741831 -1.798859 2.945615 -0.013 -0.149 -0.144
N 5.569409 -2.680424 4.327691 -0.307 0.068 0.499
O 6.551356 -2.429949 4.984316 0.149 0.045 -0.144
O 5.090902 -3.781248 4.160865 0.041 -0.076 -0.237
H 2.895711 1.423278 2.287545 -0.025 0.004 0.002
H 4.875916 1.828884 3.693062 -0.011 -0.004 0.005
H 6.118150 -0.108450 4.667638 -0.008 0.005 -0.019
H 3.461701 -2.825294 2.752238 0.002 0.024 0.009
C 0.646021 -3.585966 -3.310266 -0.104 0.064 0.075
N 0.699010 -2.099982 -3.718527 -0.016 0.029 0.050
C -0.643367 -1.750023 -4.401077 -0.003 -0.061 0.158
N -1.732468 -2.052048 -3.538854 0.036 0.023 0.049
C -1.722402 -3.465285 -3.155609 0.083 0.097 0.090
N -0.478040 -3.834142 -2.474943 0.015 -0.011 -0.024
C -0.356808 -3.247749 -1.137821 0.118 0.148 -0.105
P -0.344711 -1.398290 -1.244984 -0.463 -0.155 -0.285
C 0.969578 -1.218912 -2.531748 -0.042 -0.027 -0.024
C -1.801215 -1.158055 -2.375448 0.119 -0.144 -0.060
H 1.584821 -3.816017 -2.810889 0.027 0.003 0.033
H 0.569517 -4.148735 -4.238590 -0.009 -0.024 -0.041
H 1.453640 -1.970318 -4.394742 -0.005 -0.015 -0.025
H -0.682252 -2.354960 -5.304660 -0.006 -0.032 -0.042
H -0.606280 -0.693292 -4.656537 -0.001 0.053 0.007
H -1.836605 -4.081062 -4.047025 0.029 0.007 -0.037
H -2.561348 -3.660099 -2.491489 -0.029 -0.017 -0.003
H 0.572466 -3.572055 -0.668746 0.012 -0.041 0.025
H -1.180286 -3.583094 -0.508082 -0.043 -0.012 -0.028
H 1.933731 -1.490863 -2.105774 0.047 -0.014 0.003
H 1.006240 -0.181228 -2.864282 0.001 0.036 -0.045
H -1.817436 -0.121337 -2.717479 -0.024 0.003 -0.016
H -2.728440 -1.342609 -1.829579 -0.001 -0.030 -0.004

=====

[6]
37
Properties=species:S:1:pos:R:3:forces:R:3 method="wB97M-V/def2-TZVPD" gap_ev=9.094 charge=-1 e_above_lowest_ev=1.2369 e_tot_ev=-18583.4493 homo_ev=-5.6
F -9.780764 -0.882280 -2.546737 0.052 -0.012 0.835
C -10.934413 -0.892168 2.704875 -1.340 0.054 -0.337
C -10.412821 -0.263482 1.419652 1.632 -2.535 -0.864
C -8.914190 -0.227193 1.546529 0.791 0.843 0.264
O -10.552397 -1.304560 0.373863 -1.482 0.932 1.391
H -10.714772 -1.959675 2.688218 0.571 0.110 0.118
H -12.022946 -0.894915 2.761404 -0.238 0.312 -0.101
H -10.581558 -0.399357 3.610820 0.259 -0.058 -0.084
H -10.783480 0.724880 1.147915 -0.495 -0.214 -0.130
H -8.628806 0.512398 2.294638 0.354 0.069 0.151
H -8.431312 0.024436 0.602272 -0.086 0.224 -0.073
H -8.533664 -1.211510 1.819326 -0.111 0.004 0.202
H -10.093564 -1.015229 -0.418192 0.091 0.189 -0.963
C -6.744541 -4.699297 -2.958928 -0.837 0.304 0.303
C -7.737761 -3.638673 -2.409769 0.349 0.892 0.029
C -8.051181 -3.646488 -0.901230 0.598 -0.287 -0.474
O -7.253029 -2.338578 -2.769866 0.773 -0.935 0.207
H -5.692355 -4.448505 -2.824303 -0.097 0.360 0.247
H -6.910071 -4.815518 -4.030002 0.012 -0.023 -0.028
H -6.908953 -5.663463 -2.477855 -0.106 -0.110 -0.007
H -8.708397 -3.684781 -2.903588 -0.121 -0.684 -0.228
H -8.723940 -4.476367 -0.684875 0.010 -0.016 0.285
H -8.516699 -2.704884 -0.610067 -0.294 -0.152 -0.213
H -7.139060 -3.712129 -0.308086 0.146 -0.261 0.063
H -7.966327 -1.780773 -2.451015 -0.787 1.137 -0.366
C -12.601569 3.048526 -1.683998 -0.530 -1.030 -0.257
C -12.016215 1.797261 -2.395914 0.434 0.751 0.826
C -11.724109 2.195691 -3.840871 0.585 -0.929 0.526
O -10.884734 1.453586 -1.632132 0.506 1.191 0.269
H -12.030860 3.962251 -1.849825 0.459 -0.261 -0.076
H -12.624989 2.829021 -0.616587 -0.265 0.200 0.004
H -13.590688 3.266874 -2.086580 -0.290 -0.050 0.247
H -12.578525 0.868067 -2.303717 -1.233 0.463 -0.459
H -10.978910 2.987848 -3.768192 -0.294 0.386 -0.347
H -12.663272 2.456939 -4.328547 0.187 0.332 -0.192
H -11.230419 1.383352 -4.374236 -0.166 -0.148 -0.049
H -10.696965 0.525853 -1.792367 0.963 -1.049 -0.719